Entry 1:
# C36H58AsN7O3PRbS3Si3

A structure of composition C36H58AsN7O3PRbS3Si3 at a distorted geometry (ωB97M-V with the def2-TZVPD basis set, the Open Molecules 2025 dataset).

Calculated values
Expectation value of S² = 0.77
Total charge = -1
LUMO (spin up / spin down) = 1.669 / 1.668 eV
HOMO energy (spin up / spin down) = -2.0 / -5.0 eV
Gap between HOMO and LUMO (spin up / spin down) = 3.7 / 6.7 eV
2S+1 = 2

Positions of all 113 atoms, in Å:
Rb (-0.31945, -1.70335, -0.04132)
C (-1.91366, -7.77565, -1.72658)
C (-1.27759, -7.14327, -2.95022)
O (-0.41907, -6.05406, -2.60654)
P (-0.96439, -4.52731, -2.51995)
S (-1.92639, -4.22262, -0.82651)
S (-1.83967, -4.10024, -4.24589)
O (0.48714, -3.81550, -2.38632)
C (1.39869, -3.89228, -3.49968)
C (2.53056, -2.92477, -3.24270)
H (-2.59306, -8.57200, -2.03970)
H (-2.47615, -7.03242, -1.16268)
H (-1.14992, -8.19940, -1.07237)
H (-2.03174, -6.80181, -3.66046)
H (-0.63885, -7.86420, -3.46168)
H (0.86453, -3.65140, -4.41822)
H (1.76305, -4.91763, -3.57696)
H (2.15785, -1.91368, -3.07661)
H (3.20218, -2.90216, -4.10291)
H (3.10591, -3.22249, -2.36431)
S (3.22219, 2.26108, 5.25268)
C (2.44970, 1.18484, 4.07371)
C (1.54353, 1.65464, 3.13531)
C (0.97925, 0.74928, 2.25471)
N (1.24057, -0.55768, 2.26527)
C (2.10102, -0.99728, 3.17854)
C (2.73650, -0.17168, 4.09520)
C (3.52722, 3.67637, 4.21752)
C (4.28860, 3.57317, 3.06279)
C (4.49122, 4.71623, 2.30275)
N (4.00821, 5.91531, 2.63069)
C (3.28183, 5.99680, 3.74070)
C (3.00618, 4.91158, 4.56325)
H (1.28972, 2.70531, 3.08058)
H (0.27693, 1.08955, 1.50001)
H (2.30961, -2.06196, 3.16828)
H (3.44624, -0.57470, 4.80596)
H (4.70311, 2.62211, 2.75458)
H (5.07060, 4.66888, 1.38782)
H (2.88653, 6.97806, 3.98053)
H (2.39763, 5.02395, 5.45103)
N (4.35202, 3.69686, -4.54004)
C (5.54176, 4.11539, -5.09570)
C (5.85719, 5.11876, -5.99409)
C (7.19893, 5.26220, -6.35255)
C (8.17218, 4.41620, -5.82125)
C (7.84597, 3.40563, -4.92065)
C (6.51208, 3.24583, -4.54700)
N (5.93461, 2.33803, -3.69491)
C (4.62473, 2.61807, -3.69693)
C (3.62218, 1.94336, -2.97268)
C (2.23540, 2.30873, -2.99262)
C (1.32132, 1.56383, -2.30032)
N (1.61701, 0.45701, -1.56516)
C (2.94849, 0.14029, -1.51223)
C (3.94147, 0.81255, -2.15522)
H (3.44619, 4.08958, -4.70986)
H (5.09583, 5.77090, -6.40716)
H (7.48559, 6.03793, -7.05174)
H (9.20578, 4.54954, -6.12003)
H (8.60503, 2.74922, -4.51218)
H (1.88385, 3.17749, -3.53891)
H (0.27008, 1.84338, -2.31707)
H (3.19572, -0.72066, -0.89539)
H (4.97501, 0.50371, -2.06832)
C (-4.46362, -3.60387, 2.04902)
Si (-4.86641, -1.87768, 1.44194)
C (-6.47298, -1.33179, 2.23697)
C (-5.16751, -1.97837, -0.39977)
As (-2.94420, -0.54692, 1.72395)
Si (-3.81358, 1.63006, 1.60722)
C (-4.41435, 1.94261, -0.13385)
C (-2.40003, 2.81108, 1.95770)
C (-5.19529, 2.03578, 2.81411)
Si (-2.69622, -0.83560, 4.04963)
C (-4.23732, -1.15900, 5.07246)
C (-1.57596, -2.33455, 4.21006)
C (-1.81126, 0.60899, 4.85974)
H (-5.28496, -4.28264, 1.80078)
H (-4.30040, -3.64708, 3.12840)
H (-3.56348, -3.97464, 1.55030)
H (-7.24732, -2.05448, 1.96221)
H (-6.78610, -0.35081, 1.87559)
H (-6.41506, -1.28848, 3.32544)
H (-6.04324, -2.59377, -0.62293)
H (-4.29355, -2.44027, -0.87056)
H (-5.32166, -0.98249, -0.82629)
H (-3.76928, 1.41471, -0.84283)
H (-4.38338, 3.01153, -0.36224)
H (-5.44128, 1.59124, -0.27426)
H (-1.55645, 2.59432, 1.29515)
H (-2.05071, 2.73806, 2.99060)
H (-2.71667, 3.84131, 1.77305)
H (-6.15606, 1.66379, 2.45584)
H (-5.27482, 3.12112, 2.92972)
H (-5.01688, 1.60326, 3.80244)
H (-4.71012, -2.10497, 4.79906)
H (-4.98033, -0.36719, 4.95142)
H (-3.96521, -1.20928, 6.13136)
H (-1.91339, -3.15242, 3.56822)
H (-1.53502, -2.70080, 5.24022)
H (-0.56268, -2.06458, 3.89875)
H (-2.49784, 1.42768, 5.09464)
H (-1.02183, 1.00120, 4.21424)
H (-1.34617, 0.27431, 5.79216)
N (-3.00606, -1.11707, -3.09729)
C (-1.90802, -0.70923, -2.39264)
N (-0.70794, -1.00147, -2.94701)
O (-1.99820, -0.10090, -1.31542)
H (-2.87605, -1.93576, -3.68463)
H (-3.85291, -1.12122, -2.55318)
H (-0.67398, -1.46112, -3.84148)
H (0.13095, -0.55404, -2.57628)

Mulliken atomic charge list, values in e, 99 entries: Rb 0.788; C -0.905; C -0.440; O -0.287; P 0.678; S -0.694; S -0.607; O -0.279; C -0.497; C -0.781; H 0.380; H 0.174; H 0.246; H 0.316; H 0.303; H 0.427; H 0.284; H -0.011; H 0.413; H 0.241; S -0.249; C 0.402; C -0.823; C -0.023; N 0.437; C -0.775; C -0.570; C 0.123; C -0.083; C -0.392; N -0.594; C -0.355; C -0.113; H 0.560; H 0.115; H 0.403; H 0.487; H 0.434; H 0.417; H 0.356; H 0.391; N 0.063; C 0.659; C -0.954; C -0.416; C -0.422; C -0.746; C 0.420; N -0.711; C -0.195; C 1.142; C -0.960; C -0.290; N -0.005; C -0.991; C -0.622; H 0.135; H 0.352; H 0.357; H 0.349; H 0.408; H 0.175; H 0.381; H 0.480; H 0.455; C -0.835; Si 0.191; C -1.016; C -0.623; As 0.437; Si 0.350; C -0.887; C -1.014; C -1.081; Si 0.293; C -1.082; C -0.899; C -0.638; H 0.374; H 0.253; H 0.046; H 0.391; H 0.241; H 0.286; H 0.422; H -0.055; H 0.186; H 0.028; H 0.393; H 0.275; H 0.168; H 0.227; H 0.487; H 0.318; H 0.434; H 0.176; H 0.282; H 0.262; H 0.392

---

Entry 2:
# C34H28EuN7O2

A structure of composition C34H28EuN7O2 at a distorted geometry (ωB97M-V with the def2-TZVPD basis set, the Open Molecules 2025 dataset).

Calculated values
Expectation value of S² = 15.81
Total charge = +1
LUMO (spin up / spin down) = -2.551 / -6.117 eV
HOMO energy (spin up / spin down) = -7.2 / -8.4 eV
Gap between HOMO and LUMO (spin up / spin down) = 4.7 / 2.3 eV
2S+1 = 8

Positions of all 72 atoms, in Å:
Eu (-0.73818, -0.56271, -0.19398)
C (2.42479, -2.21476, -0.76846)
N (1.45044, -2.13417, 0.32754)
C (0.91432, -3.54367, 0.50308)
C (-0.11856, -3.78465, -0.55572)
C (-0.03440, -4.80085, -1.50533)
C (-1.02740, -4.94626, -2.51535)
C (-2.15972, -4.11880, -2.48560)
C (-2.19896, -3.12351, -1.50202)
N (-1.22185, -2.97522, -0.57217)
C (1.98313, -1.57533, 1.57980)
C (2.36547, -0.12178, 1.50397)
C (3.35426, 0.30186, 2.39262)
C (3.71268, 1.62432, 2.35969)
C (2.98467, 2.52640, 1.54564)
C (1.94594, 2.02449, 0.81298)
N (1.55316, 0.73874, 0.88290)
C (2.61641, -0.92522, -1.47805)
C (3.87249, -0.30909, -1.61752)
C (3.98742, 0.89621, -2.37730)
C (2.84056, 1.34139, -3.02817)
C (1.65878, 0.60781, -2.85850)
N (1.52200, -0.46169, -2.06751)
H (2.12168, -3.00073, -1.50708)
H (3.37683, -2.54898, -0.36489)
H (0.39381, -3.50841, 1.47848)
H (1.68504, -4.34054, 0.56780)
H (0.86869, -5.45357, -1.41104)
H (-0.87588, -5.67874, -3.29591)
H (-3.02810, -4.27024, -3.10374)
H (-3.02908, -2.47436, -1.46835)
H (2.92877, -2.06025, 1.94587)
H (1.24298, -1.85133, 2.37377)
H (3.90193, -0.48762, 3.02699)
H (4.52473, 1.94086, 2.98296)
H (3.24066, 3.58636, 1.61353)
H (1.39944, 2.65279, 0.10076)
H (4.77677, -0.75337, -1.16698)
H (4.91259, 1.44628, -2.42626)
H (2.79023, 2.19799, -3.68556)
H (0.75061, 0.96468, -3.33771)
O (-1.71653, 5.93859, 2.44014)
C (-1.07439, 5.34757, 1.53362)
O (-0.10195, 5.64822, 0.85618)
C (-1.58510, 3.91645, 1.21041)
C (-1.76812, 3.55133, -0.11961)
C (-2.08972, 2.19287, -0.38645)
N (-2.13370, 1.22380, 0.54604)
C (-1.93341, 1.62131, 1.85548)
C (-1.76930, 2.95309, 2.19492)
C (-1.96835, 0.50615, 2.84129)
C (-2.27858, 0.87571, 4.16547)
C (-2.38475, -0.12109, 5.12908)
C (-2.04752, -1.42801, 4.77524)
C (-1.83782, -1.68603, 3.39306)
N (-1.78193, -0.80211, 2.47829)
C (-2.26534, 1.76203, -1.77286)
C (-2.56896, 2.75338, -2.74053)
C (-2.63120, 2.38832, -4.07304)
C (-2.45246, 1.00602, -4.43952)
C (-2.25221, 0.08849, -3.45768)
N (-2.07059, 0.46001, -2.17029)
H (-1.59003, 4.19049, -0.97399)
H (-1.44503, 3.15456, 3.23335)
H (-2.35412, 1.92222, 4.38148)
H (-2.73009, 0.10939, 6.16362)
H (-1.93033, -2.15098, 5.55923)
H (-1.83222, -2.67814, 2.98825)
H (-2.96524, 3.70744, -2.36722)
H (-3.03139, 3.06692, -4.85609)
H (-2.67520, 0.60234, -5.43873)
H (-2.40354, -0.94464, -3.65435)

Partial atomic charges computed with the Mulliken method, in multiples of e: Eu 1.075; C -0.673; N 0.495; C -0.796; C 0.520; C -0.536; C -0.424; C -0.777; C -0.409; N -0.164; C -1.174; C 0.944; C -0.968; C -0.670; C -0.888; C -0.554; N 0.609; C 0.400; C -0.737; C -0.539; C -0.664; C -0.020; N -0.181; H 0.421; H 0.331; H 0.295; H 0.395; H 0.389; H 0.443; H 0.472; H 0.727; H 0.407; H 0.287; H 0.365; H 0.459; H 0.534; H 0.526; H 0.366; H 0.460; H 0.461; H 0.301; O -0.287; C 0.342; O -0.549; C -0.400; C -0.937; C 0.633; N -0.633; C 0.986; C -0.294; C 0.272; C -0.785; C -0.495; C -0.978; C -0.186; N 0.096; C 0.699; C -0.687; C -0.598; C -0.759; C -0.142; N -0.059; H 0.617; H 0.317; H 0.397; H 0.386; H 0.426; H 0.564; H 0.450; H 0.368; H 0.389; H 0.340

---

Entry 3:
# C23H25BrCl2I3N2O7S2Tl

A structure of composition C23H25BrCl2I3N2O7S2Tl at a distorted geometry (ωB97M-V with the def2-TZVPD basis set, the Open Molecules 2025 dataset).

Calculated values
Total charge = -2
LUMO = 3.801 eV
HOMO energy = -2.6 eV
Gap between HOMO and LUMO = 6.4 eV
2S+1 = 1

Positions of all 66 atoms, in Å:
Tl (0.55547, 0.00619, 0.36956)
I (1.64035, -2.37155, 2.21804)
C (3.85746, -2.39725, 1.35026)
I (4.20863, -0.68831, 0.09536)
H (4.01804, -3.25796, 0.70896)
H (4.61722, -2.35159, 2.12343)
C (-5.10418, -1.16920, -1.95159)
C (-3.67032, -1.60003, -1.81539)
C (-3.34295, -2.92716, -1.54133)
C (-2.02089, -3.31022, -1.43503)
C (-1.07257, -2.31335, -1.59535)
Br (0.76045, -2.74608, -1.57825)
N (-1.34558, -1.05891, -1.85291)
C (-2.62118, -0.70068, -1.94697)
H (-5.64871, -1.84229, -2.61740)
H (-5.16551, -0.15544, -2.34575)
H (-5.60662, -1.19178, -0.98163)
H (-4.12540, -3.66556, -1.40958)
H (-1.72993, -4.32334, -1.20195)
H (-2.78886, 0.35448, -2.13019)
Cl (-3.35743, 3.00359, -6.44192)
C (-2.55258, 2.97571, -4.88960)
C (-3.10863, 3.70693, -3.83331)
C (-2.45716, 3.71896, -2.63663)
Cl (-3.12120, 4.61807, -1.31114)
C (-1.21126, 3.01882, -2.36806)
O (-0.62927, 3.13917, -1.28469)
C (-0.73883, 2.22996, -3.48427)
C (0.41951, 1.36283, -3.36191)
O (1.15374, 1.16079, -2.40874)
C (-1.40596, 2.24899, -4.71557)
H (-4.03070, 4.25375, -3.97256)
H (0.62881, 0.81651, -4.31240)
H (-0.99418, 1.67178, -5.53562)
O (-0.30197, -2.62507, 3.15192)
S (-1.14355, -1.59237, 2.42463)
O (-2.49057, -1.74020, 2.97089)
O (-0.59344, -0.25400, 2.67856)
O (-1.12963, -1.90189, 0.97884)
I (-5.25497, -0.81349, 3.47738)
C (-3.93401, 0.60100, 2.70116)
C (-3.32471, 1.53195, 3.51592)
C (-2.51978, 2.48763, 2.91666)
C (-2.37328, 2.46736, 1.54117)
N (-2.96918, 1.56682, 0.76448)
C (-3.73385, 0.65192, 1.33529)
H (-3.44354, 1.50200, 4.59022)
H (-1.99047, 3.21444, 3.51771)
H (-1.76848, 3.20212, 1.02538)
H (-4.19369, -0.07416, 0.67936)
C (0.96411, 5.58518, -0.07387)
C (1.69379, 4.72279, 0.94167)
S (1.70629, 2.94096, 0.40540)
O (2.34109, 2.24605, 1.55907)
C (3.05359, 3.10029, -0.84788)
C (4.40376, 3.32184, -0.19614)
H (0.67722, 6.54651, 0.35611)
H (0.06881, 5.06314, -0.40665)
H (1.58723, 5.77706, -0.94743)
H (1.14821, 4.68847, 1.88437)
H (2.71433, 5.04872, 1.13524)
H (2.75342, 3.88352, -1.54131)
H (3.01930, 2.14241, -1.36383)
H (4.59763, 4.37599, 0.00677)
H (5.20585, 2.93021, -0.82100)
H (4.41008, 2.76959, 0.74499)

Partial atomic charges computed with the natural (NBO) method, in multiples of e: Tl 0.611; I 0.335; C -0.823; I 0.033; H 0.183; H 0.185; C -0.628; C -0.073; C -0.161; C -0.247; C 0.184; Br 0.088; N -0.457; C 0.065; H 0.202; H 0.223; H 0.220; H 0.201; H 0.225; H 0.210; Cl -0.074; C -0.141; C -0.229; C -0.144; Cl -0.025; C 0.491; O -0.702; C -0.325; C 0.430; O -0.571; C -0.164; H 0.221; H 0.081; H 0.209; O -1.014; S 2.587; O -1.062; O -1.079; O -1.105; I 0.130; C -0.132; C -0.214; C -0.233; C 0.033; N -0.406; C 0.005; H 0.214; H 0.206; H 0.215; H 0.191; C -0.644; C -0.591; S 1.312; O -0.997; C -0.602; C -0.644; H 0.195; H 0.266; H 0.193; H 0.220; H 0.203; H 0.215; H 0.255; H 0.187; H 0.206; H 0.255

---

Relative energy (zero: lowest compared OMol25 entry of this formula, charge and spin) (computed, kcal per mole): 0.00 237.20 7.24
Calculated total energy (computed, Eh): -6680.25934 -2556.02623 -6884.04243